This record from the Open Molecules 2025 dataset describes 2 unconnected molecules or ions with the total composition C2H4NO2 at a distorted geometry. The level of theory is wB97M-V/def2-TZVPD.

Geometry as XYZ:
```
9
C2H4NO2 (wB97M-V/def2-TZVPD)
H 0.302 0.920 -0.653
N 2.058 -0.564 0.480
O 3.098 -0.199 -0.184
H -1.283 0.213 0.816
H 1.919 -1.593 0.333
O -1.877 -1.582 0.120
H -0.078 -0.565 -1.720
C -1.216 -0.534 0.060
C -0.278 -0.019 -0.773
```

Values from the calculation:
Total charge   -1
Lowest unoccupied orbital energy (alpha / beta)   0.135 / 0.136 Ha
Frontier orbital gap (alpha / beta)   6.3 / 6.3 eV
E   -283.7259 a.u.

Here are the Mulliken charges for atoms 1 to 4, given in e: atom 1 (H): 0.304, atom 2 (N): -0.057, atom 3 (O): -0.367, atom 4 (H): 0.266



This record from the Open Molecules 2025 dataset describes a molecular structure, C16H47BaFeNO17P at a distorted geometry. The level of theory is wB97M-V/def2-TZVPD.

Geometry as XYZ:
```
84
C16H47BaFeNO17P (wB97M-V/def2-TZVPD)
C -3.971 -6.486 17.294
H -3.378 -6.995 26.475
H -6.026 -6.237 16.579
H 2.171 -9.158 21.841
O -2.339 -8.191 22.510
H -3.722 -3.597 19.494
H -0.098 -11.345 23.552
C -2.483 -7.256 25.910
N -0.414 -7.940 20.088
O -3.794 -4.026 21.547
H 1.622 -7.993 19.686
H -1.428 -10.711 18.656
O -5.878 -7.709 24.538
H -2.811 -13.199 20.988
H -1.272 -4.657 21.080
H -1.650 -6.670 23.236
H -5.342 -11.087 21.175
H 1.405 -10.091 20.603
C -5.079 -6.581 16.162
H -2.712 -6.099 20.039
C 1.225 -9.286 21.315
H 2.189 -6.704 21.795
H -1.620 -7.320 26.573
O -5.861 -10.714 23.584
H 0.552 -6.890 22.320
H -7.497 -11.547 21.480
Ba -6.426 -7.082 20.533
H -0.636 -6.958 20.009
H -3.927 -4.972 21.453
H -7.383 -9.451 23.672
H -2.897 -8.358 24.322
H -0.253 -12.688 20.236
C -1.134 -12.250 19.767
C -2.462 -12.218 20.665
H -6.033 -11.699 19.689
H -7.463 -10.778 24.879
O -5.115 -7.931 15.633
H -8.443 -9.596 19.758
H 1.041 -5.914 20.856
H -4.558 -9.567 20.070
H -3.235 -5.847 24.407
O -3.236 -8.834 20.485
H -4.781 -5.805 15.457
C -7.360 -10.618 20.927
O 0.202 -9.741 22.217
O -2.326 -11.313 21.795
C -3.054 -3.625 20.355
O -5.395 -9.726 19.627
H -2.129 -5.198 25.633
H 0.994 -10.256 24.016
H -1.003 -4.081 19.419
Fe -1.472 -9.366 21.219
H -2.821 -11.668 22.537
C -6.816 -10.058 24.378
O -4.973 -8.549 22.326
H 1.417 -11.443 22.671
O -2.752 -8.530 25.255
H -7.428 -9.702 21.513
P -3.681 -8.000 21.665
H -3.561 -7.337 18.945
H -2.976 -6.675 16.890
C -1.738 -4.500 20.107
C -6.246 -8.906 25.310
H -4.051 -5.480 17.706
H -1.504 -12.819 18.914
H -5.366 -7.959 23.766
H -3.256 -11.874 20.003
C -5.925 -10.802 20.299
C 0.691 -10.749 23.093
O -4.334 -7.379 18.378
O -0.961 -10.885 19.476
C -2.339 -6.054 24.993
H -5.342 -9.349 25.727
H -2.674 -2.614 20.505
H -5.437 -9.987 23.123
H -0.173 -8.076 19.117
O -1.370 -6.185 24.015
O -3.876 -6.576 21.179
C 1.171 -6.834 21.425
H -4.448 -7.780 14.960
O -1.973 -5.746 19.537
H -6.929 -8.608 26.106
O -8.345 -10.542 19.891
C 0.963 -8.018 20.553
```

Values from the calculation:
Spin multiplicity   6
Total charge   +2
Lowest unoccupied orbital energy (alpha / beta)   -0.212 / -0.303 Ha
Frontier orbital gap (alpha / beta)   8.0 / 5.5 eV
Expectation value of S²   8.76
E   -3601.7634 a.u.

Here are the Mulliken charges for atoms 1 to 4, given in e: atom 1 (C): 0.043, atom 2 (H): 0.297, atom 3 (H): 0.319, atom 4 (H): 0.645



This record from the Open Molecules 2025 dataset describes 5 unconnected molecules or ions with the total composition C17H33BrFO7PS4 at a distorted geometry. The level of theory is wB97M-V/def2-TZVPD.

Geometry as XYZ:
```
64
C17H33BrFO7PS4 (wB97M-V/def2-TZVPD)
C 5.572 -1.467 -0.307
O 3.704 -0.059 -1.565
H -0.310 7.792 1.196
H 6.430 -2.111 -0.501
C 0.779 1.044 -1.220
C -4.189 1.608 -2.231
C 0.278 -0.396 -1.566
H -1.732 -0.140 5.509
S 4.967 -0.791 -1.861
H 4.067 -2.188 -3.559
F -0.843 3.270 -2.753
H 0.365 -0.522 -2.656
H 5.878 -0.637 0.329
H 5.404 -2.989 -2.701
H -4.387 -0.898 4.092
H -2.268 1.345 6.329
H -5.152 1.532 -2.744
H 2.881 -7.304 0.618
H -4.110 -0.229 2.468
H 4.779 -2.031 0.185
H -0.270 1.613 0.650
H 0.183 2.935 -0.394
S -3.192 1.179 4.143
H 1.096 6.924 0.539
C 4.037 -6.505 -2.762
C 3.374 -7.438 -0.343
C -2.663 1.081 -0.384
O 3.772 -4.839 -0.711
H -2.775 -1.029 3.321
C 4.512 -2.373 -2.582
O -4.447 1.924 4.440
H -0.537 6.523 -0.046
P -5.401 -0.080 -0.415
H 1.711 0.947 -0.654
H 4.447 -7.553 -0.187
O 0.260 4.280 1.511
H 4.010 -5.712 -3.508
H -2.171 6.659 2.602
H 0.908 -1.119 -1.030
O -3.372 3.148 -3.830
C -3.154 2.511 -2.850
C -3.662 -0.406 3.441
H -0.772 -0.589 -1.297
H -2.334 5.427 1.313
O -4.686 -1.374 0.351
S -0.080 5.594 2.120
C -4.008 0.949 -1.097
C 0.049 6.834 0.820
S 3.056 -5.979 -1.347
H -3.962 -1.663 -0.234
H 0.989 1.585 -2.154
O -2.447 0.537 0.651
H 3.790 -2.877 -1.942
C -0.223 1.915 -0.405
Br -6.383 -0.979 -2.252
H -3.378 -0.041 6.204
C -2.584 0.512 5.702
H 5.068 -6.680 -2.453
H 3.609 -7.414 -3.183
C -1.804 2.566 -2.190
H 2.967 -8.318 -0.840
C -1.597 1.905 -1.066
H -2.180 4.928 3.014
C -1.872 5.663 2.272
```

Values from the calculation:
Total charge   0
Lowest unoccupied orbital energy   -0.048 Ha
Frontier orbital gap   7.3 eV
E   -5802.0896 a.u.

Here are the Mulliken charges for atoms 1 to 4, given in e: atom 1 (C): -0.894, atom 2 (O): -0.513, atom 3 (H): 0.377, atom 4 (H): 0.371



This record from the Open Molecules 2025 dataset describes a molecular structure, C19H28Cl2Cu2N3O at a distorted geometry. The level of theory is wB97M-V/def2-TZVPD.

Geometry as XYZ:
```
55
C19H28Cl2Cu2N3O (wB97M-V/def2-TZVPD)
C -2.535 -0.165 -2.790
C 1.410 -4.806 -1.200
C 2.591 -2.919 -2.048
Cu -1.054 3.047 -3.021
H 4.770 2.193 -0.887
H -1.606 5.146 5.942
H -2.538 3.743 5.351
C -0.524 3.525 4.902
C 1.403 -2.210 -2.241
H -0.728 -0.891 -3.718
H -2.605 0.736 -3.382
H -4.156 -1.425 -0.268
H 1.446 -5.859 -0.962
H -0.354 2.950 2.704
C -3.312 -1.411 -0.941
H 2.540 0.691 0.815
C -1.511 -1.082 -2.999
H 3.577 -2.534 -2.262
N 2.560 -4.155 -1.548
H -0.372 3.017 5.854
H -0.128 1.026 0.895
H 0.172 1.646 3.580
H 3.715 -5.765 -0.693
H -0.819 -4.540 -1.220
C 3.901 2.132 -0.231
O -0.012 1.963 -0.966
Cl 4.425 2.945 1.297
H -1.967 5.014 4.216
C -1.905 1.855 3.387
H -1.544 1.953 0.529
H 2.685 0.606 -0.973
N -3.371 -0.338 -1.784
H 3.210 2.792 -0.757
H -1.334 0.485 -0.305
C 3.214 0.784 -0.037
H -5.237 0.338 -0.949
H -4.723 1.121 -2.519
C -0.573 2.439 3.641
H 0.425 4.059 4.860
Cu 1.462 2.140 -2.927
C -1.172 -2.045 -1.922
C 0.145 -2.854 -1.897
Cl 4.487 -0.448 0.147
H -2.111 -3.083 -0.223
C -2.186 -2.291 -0.953
C 3.839 -4.741 -1.044
H 4.560 -4.748 -1.862
C 0.176 -4.161 -1.403
C -1.738 4.445 5.117
H -3.879 1.556 -1.166
H 4.094 -4.115 -0.188
H 1.352 -1.226 -2.683
C -0.769 1.338 0.071
N -2.980 1.432 3.230
C -4.412 0.694 -1.566
```

Values from the calculation:
Spin multiplicity   2
Total charge   +4
Lowest unoccupied orbital energy (alpha / beta)   -0.516 / -0.622 Ha
Frontier orbital gap (alpha / beta)   5.4 / 2.5 eV
Expectation value of S²   0.76
E   -5179.7823 a.u.

Here are the Mulliken charges for atoms 1 to 4, given in e: atom 1 (C): -0.205, atom 2 (C): -0.385, atom 3 (C): -0.430, atom 4 (Cu): 0.707



This record from the Open Molecules 2025 dataset describes C4H8O2 in the gas phase. The level of theory is wB97M-V/def2-TZVPD.

Geometry as XYZ:
```
14
C4H8O2 (wB97M-V/def2-TZVPD)
C -0.761 -0.256 -0.962
H -0.182 -1.765 0.493
H -0.018 -2.286 -1.194
H -1.015 -0.135 -2.019
C 0.873 0.646 0.868
H 0.127 1.778 -0.841
H 1.554 -0.154 0.556
H -1.625 -2.143 -0.457
C -0.628 -1.692 -0.504
O 1.710 1.763 1.102
H 1.215 2.460 1.551
C -0.106 0.869 -0.278
H 0.346 0.310 1.777
O -1.491 0.605 -0.092
```

Values from the calculation:
Total charge   0
Lowest unoccupied orbital energy   0.035 Ha
Structure (SMILES)   C[C@H]1O[C@H]1CO
Frontier orbital gap   11.2 eV
E   -307.6364 a.u.

Here are the Mulliken charges for atoms 1 to 4, given in e: atom 1 (C): 0.223, atom 2 (H): 0.333, atom 3 (H): 0.313, atom 4 (H): 0.394



This record from the Open Molecules 2025 dataset describes 2 unconnected molecules or ions with the total composition C5H13NO at a distorted geometry. The level of theory is wB97M-V/def2-TZVPD.

Geometry as XYZ:
```
20
C5H13NO (wB97M-V/def2-TZVPD)
N -0.137 -0.061 1.699
O 2.768 1.309 -1.719
H 1.096 -1.675 0.089
H -2.201 0.104 -0.966
H 0.549 1.249 3.169
H -0.094 -2.876 -1.757
C 0.193 -1.242 -0.328
H 3.266 0.664 -2.236
C -0.445 -0.278 0.348
H 0.164 -1.394 -2.534
H 1.946 0.852 -1.410
H -1.008 1.660 2.618
H -2.281 0.581 0.835
C -0.292 -1.807 -1.627
H 0.415 2.015 1.593
C -0.047 1.277 2.257
C -1.694 0.454 -0.075
H -1.378 -1.710 -1.683
H -1.430 1.490 -0.335
H 0.610 -0.611 2.063
```

Values from the calculation:
Total charge   0
Lowest unoccupied orbital energy   0.032 Ha
Structure (SMILES)   C/C=C(\C)NC.O
Frontier orbital gap   8.8 eV
E   -328.2654 a.u.

Here are the Mulliken charges for atoms 1 to 4, given in e: atom 1 (N): -0.329, atom 2 (O): -0.670, atom 3 (H): 0.310, atom 4 (H): 0.389



This record from the Open Molecules 2025 dataset describes a molecular structure, C7H23NPZn at a distorted geometry. The level of theory is wB97M-V/def2-TZVPD.

Geometry as XYZ:
```
33
C7H23NPZn (wB97M-V/def2-TZVPD)
H 1.813 1.126 2.625
N 0.744 -1.148 -2.834
H -0.370 0.598 2.833
H -1.743 2.219 -3.333
C -1.295 1.213 -3.752
H -2.834 0.705 2.996
C -0.107 -1.536 0.505
H -0.961 1.975 1.881
Zn 0.077 0.747 -2.531
H 3.307 1.301 1.700
H 1.720 -1.099 -2.497
H -1.121 -1.817 0.189
H -3.020 0.703 1.239
C 1.600 0.892 0.453
C 2.370 0.736 1.761
H 1.294 -2.053 2.107
H 0.586 -1.868 -0.276
H -2.433 -0.748 2.072
H 0.250 -1.844 -2.309
H -2.091 0.528 -4.301
H 0.249 2.264 -2.049
C -0.966 0.876 1.954
C -2.393 0.348 2.061
H -0.385 -1.840 2.668
P -0.075 0.261 0.549
H -0.774 1.662 -4.621
H 0.760 -1.351 -3.821
H 0.073 -3.278 1.746
H 2.121 0.380 -0.370
H -0.793 0.595 -0.617
H 2.634 -0.309 1.966
C 0.237 -2.193 1.828
H 1.526 1.954 0.178
```

Values from the calculation:
Total charge   -1
Lowest unoccupied orbital energy (alpha / beta)   0.102 / 0.101 Ha
Frontier orbital gap (alpha / beta)   2.9 / 2.6 eV
E   -2455.6970 a.u.

Here are the Mulliken charges for atoms 1 to 4, given in e: atom 1 (H): 0.297, atom 2 (N): -1.930, atom 3 (H): 0.385, atom 4 (H): 0.158



This record from the Open Molecules 2025 dataset describes a molecular structure, C3H2O3Tl at a distorted geometry. The level of theory is wB97M-V/def2-TZVPD.

Geometry as XYZ:
```
9
C3H2O3Tl (wB97M-V/def2-TZVPD)
C 0.393 3.080 -0.354
C 0.134 -2.386 0.704
O -0.115 -1.699 -0.288
Tl -1.638 0.224 -1.510
O 0.097 -0.126 -0.199
H 0.336 -3.449 0.537
H 0.017 -1.935 1.700
C 0.800 4.212 0.242
O -0.024 2.080 -0.832
```

Values from the calculation:
Total charge   +1
Lowest unoccupied orbital energy (alpha / beta)   -0.234 / -0.230 Ha
Frontier orbital gap (alpha / beta)   7.7 / 7.8 eV
E   -513.1011 a.u.

Here are the Mulliken charges for atoms 1 to 4, given in e: atom 1 (C): 0.932, atom 2 (C): 0.054, atom 3 (O): -0.104, atom 4 (Tl): 0.754